C18H11Br2N2O5SW as an isolated structure in a non-equilibrium geometry. Source: the Open Molecules 2025 dataset; level of theory: ωB97M-V/def2-TZVPD.

As for the lowest unoccupied orbital energy (alpha / beta): -3.2764 / -4.3924 eV. For the energy relative to the best compared isomer or geometry (same formula, charge and spin), the calculation gives 41.68 kcal/mol. The total charge is +1. The value obtained for the HOMO-LUMO gap (alpha / beta) is 7.786 / 7.336 eV. Its expectation value of S² is 2.012. The multiplicity is 3.

Cartesian coordinates (Å):
W1 -0.2517 -0.0198 0.5255
Br1 -3.7699 0.8363 2.0960
C1 -3.5835 -0.4103 0.7229
C2 -4.6596 -1.2098 0.3549
C3 -4.4795 -2.1610 -0.6304
C4 -3.2395 -2.3169 -1.2471
C5 -2.2570 -1.4599 -0.8450
N1 -2.4194 -0.5127 0.1073
C6 -0.7964 -1.2862 -1.1939
O1 0.0860 -1.9453 -0.5786
O2 -0.5521 -0.0844 -1.5831
H1 -5.6125 -1.0838 0.8471
H2 -5.3093 -2.7940 -0.9170
H3 -3.0575 -3.0679 -2.0012
O3 1.5807 0.5731 0.0424
N2 2.1005 1.6826 0.6236
C7 3.4454 1.7886 0.5816
C8 4.0409 2.9117 1.0763
C9 3.2313 3.9214 1.6083
C10 1.8670 3.7731 1.6371
C11 1.2742 2.6111 1.1311
S1 -0.4252 2.3184 1.1109
H4 3.9512 0.9448 0.1394
H5 5.1169 2.9949 1.0446
H6 3.6806 4.8233 2.0020
H7 1.2205 4.5345 2.0495
Br2 1.2932 -4.9116 7.4242
C12 0.9265 -3.7780 5.9729
C13 1.9600 -3.0434 5.4073
C14 1.6840 -2.1987 4.3462
C15 0.3873 -2.1179 3.8533
C16 -0.6398 -2.8663 4.4181
C17 -0.3733 -3.6961 5.4924
C18 0.0868 -1.2395 2.7253
O4 -0.9281 -1.4331 1.9670
O5 0.7834 -0.2362 2.3898
H8 2.9638 -3.1344 5.7964
H9 2.4723 -1.6100 3.8963
H10 -1.6428 -2.7960 4.0184
H11 -1.1608 -4.2758 5.9519

C18H11I2N3O2PtTe as an isolated structure. Source: the Open Molecules 2025 dataset; level of theory: ωB97M-V/def2-TZVPD.

As for the lowest unoccupied orbital energy: 3.6963 eV. For the energy relative to the best compared isomer or geometry (same formula, charge and spin), the calculation gives 0.00 kcal/mol. The total charge is -2. The value obtained for the HOMO-LUMO gap is 3.192 eV.

Cartesian coordinates (Å):
Pt1 0.3177 -1.2968 -1.0074
O1 2.2820 -1.1469 -1.5840
C1 3.1258 -0.2307 -1.3079
C2 4.5134 -0.5749 -1.4024
C3 5.5185 0.3366 -1.2293
C4 5.2254 1.6796 -0.9424
C5 3.9020 2.0349 -0.8024
C6 2.8447 1.1277 -0.9503
C7 1.4785 1.5857 -0.7138
N1 0.3703 0.8829 -0.8077
C8 -0.6757 1.7042 -0.4674
C9 -0.2027 2.9392 -0.1673
N2 1.1641 2.8583 -0.3366
H1 4.7234 -1.6150 -1.6174
H2 6.5521 0.0142 -1.3049
H3 6.0105 2.4161 -0.8272
H4 3.6853 3.0735 -0.5689
H5 -1.6907 1.3440 -0.4549
H6 -0.6948 3.8450 0.1383
H7 1.8255 3.5803 -0.1275
I1 -0.6529 -0.2824 4.7931
C10 -1.8744 -0.7622 3.1681
C11 -3.2291 -0.9351 3.3758
C12 -4.0546 -1.1927 2.3076
I2 -6.1147 -1.3639 2.7102
C13 -3.5422 -1.3208 0.9916
C14 -4.3704 -1.5410 -0.1308
C15 -3.8183 -1.6666 -1.3659
C16 -2.4284 -1.6072 -1.5038
N3 -1.6179 -1.3846 -0.4796
C17 -2.1344 -1.2047 0.7747
C18 -1.2156 -0.8339 1.8925
O2 -0.0220 -0.5747 1.7394
H8 -3.6403 -0.8522 4.3728
H9 -5.4417 -1.6077 0.0024
H10 -4.4295 -1.8403 -2.2417
H11 -1.9418 -1.7784 -2.4505
Te1 0.2529 -3.8096 -1.4744

C18H11MoN10O2SbSe5 as an isolated structure in a non-equilibrium geometry. Source: the Open Molecules 2025 dataset; level of theory: ωB97M-V/def2-TZVPD.

As for the lowest unoccupied orbital energy (alpha / beta): -8.0484 / -8.0454 eV. The total charge is +2. The value obtained for the HOMO-LUMO gap (alpha / beta) is 5.773 / 5.776 eV.

Cartesian coordinates (Å):
Mo1 0.3422 0.3563 1.1440
Se1 -4.0606 1.3906 -5.3208
N1 -3.4460 2.5128 -4.1216
C1 -2.7697 1.8207 -3.2377
C2 -2.1333 2.3866 -2.0714
C3 -2.2500 3.7321 -1.7159
C4 -1.6866 4.1515 -0.5318
C5 -0.9642 3.2431 0.2314
N2 -0.7871 1.9767 -0.1226
C6 -1.3970 1.5339 -1.2380
C7 -1.2833 0.1213 -1.5114
N3 -0.5237 -0.6136 -0.6588
C8 -0.3883 -1.9202 -0.9185
C9 -1.0561 -2.5629 -1.9472
C10 -1.8702 -1.8361 -2.7875
C11 -1.9576 -0.4577 -2.5974
C12 -2.7069 0.4078 -3.4784
N4 -3.3441 -0.0075 -4.5469
H1 -2.7919 4.4034 -2.3687
H2 -1.7964 5.1678 -0.1825
H3 -0.5220 3.5559 1.1695
H4 0.2610 -2.4899 -0.2795
H5 -0.9341 -3.6286 -2.0771
H6 -2.4305 -2.2987 -3.5892
N5 -0.0729 -2.9662 3.7758
C13 -0.6662 -2.5868 2.6567
N6 0.1151 -1.9037 1.8658
C14 1.3651 -1.7429 2.5642
N7 1.2579 -2.5005 3.8142
C15 2.9195 -1.6095 0.7801
C16 4.2156 -1.9081 0.3259
N8 4.7018 -1.3398 -0.7495
C17 3.9284 -0.4792 -1.4190
C18 2.6687 -0.1636 -0.9729
N9 2.1641 -0.7178 0.1497
H7 -0.3824 -3.6295 4.4678
H8 -1.6992 -2.8220 2.4376
H9 4.8388 -2.6083 0.8687
H10 4.3463 -0.0248 -2.3070
H11 2.0451 0.5593 -1.4833
O1 1.0295 0.0412 4.0120
N10 1.5533 -0.3267 2.7459
O2 2.4648 -2.2714 1.8528
Se2 1.8211 2.2132 1.2897
Sb1 1.8837 2.7147 4.0122
Se3 -1.4407 0.7105 2.5296
Se4 1.6476 -1.2706 5.1935
Se5 -0.2085 3.6875 4.3474